Entry from OMol25: the molecule H5NOS2Si (wB97M-V/def2-TZVPD).

Cartesian coordinates (Å):
N: -0.58 -1.07 -0.65
Si: 0.31 -0.18 0.54
S: -0.24 2.14 -0.06
O: 1.86 -0.63 -0.12
S: 3.33 0.09 -0.07
H: -1.59 -0.74 -0.85
H: -0.66 -2.03 -0.27
H: 0.19 -0.27 2.05
H: 0.87 2.00 -0.89
H: 3.07 1.23 -0.94

As for the spin multiplicity: 1. For the energy, the calculation gives -1218.88000 hartree. The relative energy (zero: lowest compared OMol25 entry of this formula, charge and spin) is 76.02 kJ/mol. As for the SMILES: N[Si@H](S)OS. The frontier orbital gap is 0.349 Ha.

Formally, the natural (NBO) partial charges of the atoms, in units of the elementary charge, are as follows: -1.285, 1.670, -0.519, -1.043, 0.322, 0.413, 0.383, -0.177, 0.146, 0.091